Below is the molecule C2H7NO2S at a distorted geometry, with properties calculated with ωB97M-V/def2-TZVPD.

Calculated values
HOMO, eV: -9.817
LUMO level, Eh: 0.023
Multiplicity: 1
Electronic energy, eV: -18606.1632
Molecular weight, g mol⁻¹: 109.15
Gap between HOMO and LUMO, eV: 10.45

Geometry (Å):
C  0.10048  -0.80747  -0.22001
C  -1.22374  -0.49843  0.44866
N  -1.65068  0.94036  0.38588
O  2.71930  -0.56572  -0.83416
O  1.64690  1.36732  0.31266
S  1.88323  -0.30384  0.38664
H  0.37769  -1.91105  -0.27064
H  0.22380  -0.51374  -1.36107
H  -2.00703  -1.23882  0.18484
H  -0.99927  -0.63657  1.48774
H  -0.79417  1.41966  0.76485
H  1.44724  1.56271  -0.65242
H  -1.72376  1.18560  -0.63298

Below is a cluster of 2 separate species, C2H7NO2S in total at a distorted geometry, with properties calculated with ωB97M-V/def2-TZVPD.

Calculated values
HOMO, eV: -9.400
LUMO level, Eh: 0.026
Structure (SMILES): NC(=O)CS.O
Multiplicity: 1
Electronic energy, eV: -18608.0996
Molecular weight, g mol⁻¹: 109.15
Gap between HOMO and LUMO, eV: 10.10

Geometry (Å):
N  2.32076  0.84588  -0.34127
C  1.07761  0.52030  -0.79000
O  0.49849  0.94047  -1.79830
C  0.32354  -0.44783  0.09112
S  0.88074  -0.42541  1.85802
H  2.60936  0.41746  0.54174
H  2.95918  1.47129  -0.83907
H  -0.74970  -0.18022  0.13558
H  0.39248  -1.51782  -0.18425
H  0.40690  0.82742  2.02657
O  -3.43205  -0.78507  0.14078
H  -2.97719  -0.54067  -0.69685
H  -4.31013  -1.12579  -0.14408

Below is the molecule C2H7NO2S2 at a distorted geometry, with properties calculated with ωB97M-V/def2-TZVPD.

Calculated values
HOMO, eV: -9.392
LUMO level, Eh: -0.003
Multiplicity: 1
Electronic energy, eV: -29440.3333
Molecular weight, g mol⁻¹: 141.22
Gap between HOMO and LUMO, eV: 9.31

Geometry (Å):
C  -1.33093  -0.18287  1.01323
C  -0.76253  -0.36047  -1.71655
N  1.68942  1.44438  1.09997
O  1.37533  -1.09755  1.13838
O  2.23548  -0.15031  -0.94816
S  1.66387  0.11728  0.32978
S  -0.68828  0.85316  -0.35658
H  -0.51829  -0.70030  1.38290
H  -1.78413  0.41047  1.80294
H  -2.09925  -0.88655  0.70929
H  -0.02012  0.06051  -2.35826
H  -0.37416  -1.15808  -1.10644
H  -1.82449  -0.42594  -1.93321
H  2.43808  2.07626  0.94272

Below is the molecule C2H7NO2S2 at a distorted geometry, with properties calculated with ωB97M-V/def2-TZVPD.

Calculated values
HOMO (spin up / spin down), eV: -4.814 / -8.689
LUMO level (spin up / spin down), Eh: 0.022 / -0.140
Multiplicity: 3
Electronic energy, eV: -29434.5006
Molecular weight, g mol⁻¹: 141.22
Gap between HOMO and LUMO (spin up / spin down), eV: 5.41 / 4.89

Geometry (Å):
C  0.82479  0.12573  1.39915
C  0.01963  0.11183  0.11288
N  -0.96561  -1.33365  -2.30151
O  -2.25840  0.77448  1.51876
O  -2.42603  0.29037  -0.83812
S  -2.16976  -0.39866  -2.41065
S  -1.74629  -0.21203  0.59152
H  0.55006  0.80946  2.24870
H  0.74764  -0.82896  1.87458
H  1.89166  0.57046  1.15554
H  0.50055  -0.60327  -0.46413
H  0.06793  0.95067  -0.51692
H  -1.19248  -2.23262  -2.22016
H  -1.42568  0.60199  -3.00753

Computed energy relative to the best compared isomer or geometry (same formula, charge and spin) (eV) in order:
2.230 0.293 3.395 4.530